15
Properties=species:S:1:pos:R:3:forces:R:3 method="wB97M-V/def2-TZVPD" homo_lumo_gap_ev=9.5388 charge=+1 e_homo_ev=-13.99 max_force_ev_per_a=4.31
C 1.6131 -0.3060 -1.9435 2.3 2.6 0.4
N 0.7348 -1.0466 -1.0637 1.5 -1.3 1.8
H 2.1158 0.6447 -1.4721 -1.4 -1.5 -0.1
H 1.0468 0.1174 -2.7655 0.1 -0.4 -0.4
H 2.5482 -0.7961 -2.2432 -0.6 -0.5 -0.4
H 0.3881 -1.8371 -1.5736 -0.7 -0.2 -0.5
H 1.3163 -1.5755 -0.3371 -0.8 1.3 -1.0
H -0.0389 0.1940 -0.2327 0.0 -1.8 0.4
N -1.7068 0.0244 2.4200 1.2 -0.8 -1.5
C -1.5792 0.7513 1.3341 4.1 1.1 -0.8
N -0.4911 0.8537 0.4215 -2.8 1.8 2.8
H -2.4869 0.1723 2.9970 -1.3 0.3 0.6
H -1.0198 -0.5782 2.8333 0.4 -0.5 -0.5
H -2.2604 1.5604 1.4375 -0.6 0.9 -1.0
H -0.1799 1.8212 0.1881 -1.3 -0.9 0.2



16
Properties=species:S:1:pos:R:3:forces:R:3 method="wB97M-V/def2-TZVPD" homo_lumo_gap_ev=9.8138 charge=0 smiles=CNN(C)NN e_homo_ev=-8.66 max_force_ev_per_a=2.09
C -1.7232 -0.8553 -0.4673 0.4 -0.1 0.2
N -0.9184 0.3375 -0.6102 1.0 0.1 -0.5
N 0.5074 0.1884 -0.2914 -2.1 0.1 -0.1
C 1.2297 1.2635 -0.9458 -0.1 0.0 -0.1
N 0.7603 0.2317 1.0982 -0.3 0.3 0.5
N 0.9246 -1.0291 1.7014 0.1 -0.3 0.1
H -2.7100 -0.6652 -0.8922 0.0 0.0 0.0
H -1.8521 -1.1905 0.5714 -0.1 0.0 0.0
H -1.2455 -1.6551 -1.0337 -0.1 0.0 0.0
H -1.3774 1.1559 -0.1983 0.6 -0.2 0.2
H 2.2860 1.1493 -0.7136 0.0 0.1 0.0
H 0.8914 2.2535 -0.6160 0.0 0.1 0.0
H 1.0712 1.1712 -2.0172 0.0 0.1 0.0
H -0.0130 0.7208 1.5740 0.5 -0.4 -0.3
H 1.8746 -1.3391 1.5184 -0.2 0.1 0.0
H 0.2945 -1.7376 1.3222 0.1 0.3 0.0



18
Properties=species:S:1:pos:R:3:forces:R:3 method="wB97M-V/def2-TZVPD" homo_lumo_gap_ev=7.3057 charge=0 smiles=N[C@H](N(N)N)N1CN1 e_homo_ev=-6.41 max_force_ev_per_a=3.57
N 0.5564 -1.1082 -1.3425 -0.8 -0.6 0.2
C 0.4981 0.1999 -0.7344 2.0 -1.7 2.4
N 0.7291 0.0614 0.7679 -1.5 0.6 -3.1
N 0.5896 -1.0974 1.5075 -0.3 -0.9 1.0
N 1.4425 1.0619 1.4180 1.3 0.7 0.3
N -0.6936 0.9506 -0.9616 -1.7 1.1 1.1
C -2.0034 0.3694 -0.9506 0.0 0.0 -0.1
N -1.6923 1.0686 0.2682 0.3 0.4 -1.5
H 1.4744 -1.4954 -1.5248 -0.2 0.4 0.0
H -0.1223 -1.3414 -2.0577 0.3 0.3 0.2
H 1.3344 0.7824 -1.1358 -0.1 0.4 0.3
H 1.4388 -1.2417 2.0569 0.3 -0.4 -0.5
H 0.4108 -1.8827 0.8830 0.3 0.2 0.0
H 1.1019 1.1335 2.3766 -0.4 0.2 -0.2
H 1.2382 1.9430 0.9398 -0.1 -0.3 0.4
H -2.0981 -0.7132 -0.9483 0.0 -0.1 0.2
H -2.7014 0.8985 -1.5911 -0.1 -0.2 -0.1
H -1.5032 0.4109 1.0289 0.8 -0.2 -0.5



20
Properties=species:S:1:pos:R:3:forces:R:3 method="wB97M-V/def2-TZVPD" homo_lumo_gap_ev=10.7823 charge=+1 smiles="NC(=[NH2+])NN(P)NC(N)=O" e_homo_ev=-13.52 max_force_ev_per_a=5.82
N -1.3446 1.5942 -2.0446 -0.7 0.1 1.4
C -1.3060 0.9787 -0.8530 -0.5 2.0 -1.4
N -2.0806 1.4402 0.1304 -0.9 1.5 -4.0
N -0.4436 -0.0002 -0.6444 0.2 0.0 -0.8
N -0.3938 -0.6029 0.5625 1.5 -0.6 2.6
P -0.5250 -2.3909 0.4008 -1.2 0.2 1.5
N 0.8715 -0.2173 1.2055 -2.2 0.0 -2.2
C 2.0581 -0.4770 0.6139 -1.5 0.4 -2.1
N 3.0998 -0.1734 1.3865 2.3 -1.7 -0.6
O 2.0677 -0.8586 -0.5746 0.3 -0.3 1.3
H -0.8301 1.2360 -2.7735 1.4 -1.0 -1.8
H -2.1469 2.1029 -2.3417 -0.5 0.4 0.2
H -1.8186 0.9952 0.8907 0.6 -2.2 5.3
H -2.8106 2.1641 0.1202 0.9 -0.7 -0.3
H 0.3573 -0.4133 -1.1583 -0.3 1.2 -1.1
H -0.4930 -2.3629 -0.9627 0.0 -0.3 -1.1
H -1.9966 -2.3600 0.4809 1.1 -0.1 -0.2
H 0.8421 -0.2026 2.1627 -0.5 0.0 2.6
H 3.0714 0.4605 2.1741 0.1 -0.6 -0.1
H 3.8217 -0.9128 1.2245 -0.2 1.7 0.7



14
Properties=species:S:1:pos:R:3:forces:R:3 method="wB97M-V/def2-TZVPD" homo_lumo_gap_ev=12.3467 charge=+1 e_homo_ev=-15.84 max_force_ev_per_a=3.77
N 1.7068 -2.0531 -0.6794 0.6 2.0 1.0
H 2.5726 -1.6366 -1.1041 -1.4 -0.9 -0.3
H 1.0163 -1.1111 -0.2960 1.1 -1.0 -0.3
H 2.0347 -2.5299 0.1619 -0.3 -0.3 -0.3
H 1.0705 -2.6135 -1.2399 0.8 -0.2 -0.4
C -0.3853 1.0547 0.7700 0.3 -1.2 0.3
O 0.1415 -0.2901 0.0872 -3.2 1.9 0.1
C -1.6003 1.7435 0.1397 1.2 -0.7 -0.8
H 0.5668 1.5848 0.7094 -0.6 0.4 0.8
H -0.7606 0.6417 1.7143 1.1 0.5 0.2
H -0.7478 -0.5625 -0.2015 0.6 -0.8 -0.3
H -1.7938 2.6443 0.7388 0.0 -0.3 -0.2
H -2.4968 1.1150 0.0710 0.2 0.1 0.4
H -1.3246 2.0128 -0.8713 -0.2 0.5 -0.3



14
Properties=species:S:1:pos:R:3:forces:R:3 method="wB97M-V/def2-TZVPD" homo_lumo_gap_ev=12.3965 charge=+1 e_homo_ev=-15.98 max_force_ev_per_a=4.36
O 0.6605 -1.6301 -1.6886 -1.8 -0.3 -1.0
H 0.1289 -2.1231 -2.4019 1.8 0.7 1.7
H -1.7493 0.2555 -0.1362 2.6 -1.6 1.1
H 1.3436 -2.1698 -1.2779 -0.1 -0.5 -0.6
C 0.0859 1.9876 0.7453 -2.4 -0.5 3.6
C 0.2618 0.4291 0.8500 2.1 -1.1 -0.7
N -0.9574 -0.3669 0.3654 -1.3 1.0 -2.4
H -1.0318 2.2534 0.6757 1.4 -0.5 0.4
H 0.4029 2.2886 1.8096 -0.3 0.5 -1.9
H 0.4965 2.5786 -0.0647 0.9 -0.7 0.0
H 1.1577 0.2487 0.2275 -1.0 -0.4 -0.9
H 0.7354 -0.2367 1.7109 -1.8 2.3 -0.5
H -0.6773 -1.1753 -0.2607 0.1 1.2 0.0
H -1.4753 -0.8108 1.0966 -0.2 -0.1 1.2



14
Properties=species:S:1:pos:R:3:forces:R:3 method="wB97M-V/def2-TZVPD" homo_lumo_gap_ev=11.0940 charge=+1 e_homo_ev=-14.57 max_force_ev_per_a=5.37
C -1.5933 0.1584 1.1190 -2.6 -2.6 3.9
O -1.4364 -0.6889 0.0442 -0.4 -3.3 -0.4
H -1.8254 -1.5923 0.3330 1.0 2.2 -1.1
H -2.6356 0.2376 1.4200 -0.6 0.8 -0.8
H -1.3656 -0.3530 2.1365 1.3 1.2 -1.5
H -1.2443 1.1021 0.8860 1.0 2.0 0.1
C 2.0941 -0.0898 -0.8775 3.6 -2.6 0.6
N 0.9086 0.6272 -0.4017 0.3 -0.1 -0.3
H 0.4076 0.1594 0.3559 0.5 -0.5 0.2
H 1.0485 1.5770 -0.1294 0.7 0.9 0.4
H 0.1940 0.6813 -1.0746 -1.3 -0.1 -1.7
H 2.7097 0.0562 -1.8090 -1.8 1.4 0.3
H 1.9149 -1.1997 -0.9919 -0.4 1.3 0.7
H 2.9227 0.0411 -0.1171 -1.2 -0.3 -0.5



15
Properties=species:S:1:pos:R:3:forces:R:3 method="wB97M-V/def2-TZVPD" homo_lumo_gap_ev=10.9169 charge=+1 e_homo_ev=-15.61 max_force_ev_per_a=1.03
C 0.2245 -2.0611 0.5168 -0.6 -0.7 0.3
C -1.0715 -0.8871 -1.1486 -0.3 -0.3 -0.5
N -0.2378 -0.8724 -0.2021 1.0 -0.2 -0.2
H 0.7320 -1.7795 1.4312 0.0 0.1 0.0
H 0.8878 -2.6416 -0.1236 0.2 0.3 0.0
H -0.6206 -2.7157 0.7348 0.0 0.2 0.1
H -1.6893 -1.7560 -1.3407 0.2 -0.2 0.2
H -1.1258 -0.0735 -1.8445 -0.2 0.7 0.2
H 0.3431 -0.0448 -0.0433 -0.1 0.3 -0.1
H 0.4630 2.3296 -0.6998 0.0 0.1 0.0
H -0.7938 2.8515 -1.3973 0.0 0.0 0.0
O -0.4044 2.0581 -1.0170 0.1 -0.2 0.0
H 0.4354 0.9461 2.1013 0.1 0.2 0.2
H 1.7574 1.6991 1.8709 0.1 0.0 0.1
O 1.2153 0.9792 1.5364 -0.3 -0.3 -0.3